# 1
Below is C4H3N3 in the gas phase at a distorted geometry, with properties calculated with wB97M-V/def2-TZVPD.

For the relative energy (zero: lowest compared OMol25 entry of this formula, charge and spin), the calculation gives 383.1 kJ/mol. The value obtained for the gap between HOMO and LUMO (spin up / spin down) is 7.933 / 7.935 eV.

Structure (XYZ):
```
10
Properties=species:S:1:pos:R:3:forces:R:3
C -0.63030 -0.44410 -1.03335 -0.47 -1.00 1.21
C -1.13264 -0.09593 0.23082 -1.95 -0.02 -1.19
C 0.69444 -0.00377 -1.11252 0.24 -0.17 -1.48
C -0.18446 0.82954 0.65329 4.23 1.00 0.78
N 1.34959 -0.11227 2.51505 -2.81 2.67 -0.68
N 0.55819 0.49288 1.99028 1.74 -2.60 -0.84
N 1.02629 0.81917 -0.19597 -0.58 0.74 3.10
H -0.92629 -1.02828 -1.86669 -1.38 -0.51 -0.18
H -2.16123 -0.09121 0.67681 1.17 -0.68 -0.68
H 1.40641 -0.36604 -1.85772 -0.19 0.56 -0.05
```
Positions in Å, forces in eV/Å.

# 2
Below is a molecular structure, C22H45O12PS at a distorted geometry, with properties calculated with wB97M-V/def2-TZVPD.

The value obtained for the gap between HOMO and LUMO is 9.650 eV.

Structure (XYZ):
```
81
Properties=species:S:1:pos:R:3:forces:R:3
C 4.17779 -0.24972 0.82176 0.02 -0.07 -0.21
C 3.88214 0.95300 -0.07171 0.00 -0.54 0.68
O 2.50302 1.31092 0.12458 -0.05 0.07 -0.43
C 1.93009 2.03241 -0.85167 0.33 0.45 -1.04
O 2.52444 2.44926 -1.83608 -0.25 -0.37 1.19
C 0.47446 2.27257 -0.58573 0.01 -0.55 0.26
C 0.27792 3.31576 0.51617 -0.70 -0.15 -0.51
C -1.16750 3.83877 0.55462 0.56 0.46 -0.07
O -1.88174 3.52198 1.76284 0.00 -0.52 -0.56
P -2.58158 2.09923 1.88238 -0.48 0.89 1.29
O -3.37613 1.98216 3.10668 0.26 -0.11 -0.42
O -1.36492 1.04054 1.75123 0.03 0.22 -0.06
S -0.65984 0.49632 3.17267 0.09 -0.47 0.24
O -3.35892 1.97916 0.52048 0.19 -0.46 0.22
C -4.34684 0.92339 0.35933 -0.54 -0.73 -0.93
C -4.53535 0.81524 -1.15062 0.71 0.22 0.40
C -3.92994 -0.41826 0.94418 -0.19 -0.06 -0.28
C -4.87496 -1.55924 0.57388 0.50 -0.21 0.49
H 3.31678 -0.48718 1.43650 -0.09 0.06 0.17
H 4.40083 -1.12692 0.22260 -0.01 -0.13 -0.06
H 5.03502 -0.07258 1.46238 0.07 0.06 0.17
H 4.05718 0.69135 -1.10604 -0.01 0.30 -0.27
H 4.49601 1.79473 0.23242 0.07 0.17 -0.33
H 0.04736 1.31764 -0.28365 -0.16 -0.03 0.14
H -0.01557 2.56555 -1.50752 0.15 0.21 -0.21
H 0.53176 2.89409 1.47887 0.26 0.20 0.08
H 0.92224 4.15653 0.27379 0.19 0.14 0.32
H -1.14006 4.92195 0.51286 -0.13 0.16 0.18
H -1.70420 3.51696 -0.33309 -0.33 -0.21 0.06
H 0.27285 1.44329 3.40524 -0.13 0.21 -0.37
H -5.30438 1.21502 0.78548 0.13 0.47 0.41
H -4.52985 1.81786 -1.56653 -0.31 0.08 -0.18
H -5.43270 0.26958 -1.40334 -0.21 0.02 -0.11
H -3.66715 0.29604 -1.55485 0.01 -0.13 -0.21
H -2.94435 -0.65868 0.54787 0.21 -0.01 0.13
H -3.89874 -0.38981 2.02949 0.26 0.24 0.15
H -5.86574 -1.41525 0.99780 -0.25 0.13 -0.24
H -4.47108 -2.45849 1.03907 -0.19 0.07 -0.11
H -4.90074 -1.75711 -0.49166 -0.25 0.10 -0.18
O 2.26263 3.26808 2.83108 -0.06 -0.05 0.26
C 3.42544 3.35001 2.55100 0.10 0.23 -0.13
O 4.33094 2.83467 3.40038 -0.02 -0.23 0.11
C 5.72672 2.75880 3.10179 0.19 0.08 -0.03
C 6.44546 4.06185 3.38411 -0.11 0.09 0.00
C 3.88672 4.07317 1.30580 0.11 -0.23 -0.13
H 5.87961 2.41231 2.07792 -0.01 0.05 -0.03
H 6.10847 1.97855 3.75711 -0.08 -0.04 0.03
H 6.06780 4.87522 2.76500 0.03 -0.02 -0.06
H 7.51342 3.95502 3.19385 0.01 -0.02 0.01
H 6.30094 4.35083 4.42471 0.04 -0.04 0.02
H 3.86425 5.14448 1.49975 -0.02 0.03 0.02
H 3.18658 3.84594 0.50490 -0.01 0.15 0.09
H 4.88126 3.79583 0.96542 0.02 0.14 0.08
O -3.77097 -4.34655 1.63370 0.16 -0.10 0.08
C -4.25627 -5.43794 1.52627 0.04 -0.13 0.22
O -5.43415 -5.55457 0.88814 -0.10 0.11 -0.19
C -6.03908 -6.81440 0.58723 -0.09 -0.18 0.04
C -6.80802 -7.37638 1.76498 0.05 0.08 0.11
C -3.60993 -6.65630 2.14320 0.08 -0.19 -0.33
H -5.29401 -7.51355 0.20429 0.02 0.00 0.05
H -6.72323 -6.60472 -0.23249 0.02 0.09 -0.02
H -6.15769 -7.57116 2.61736 0.03 -0.06 -0.02
H -7.29714 -8.31021 1.48774 -0.01 0.00 -0.02
H -7.56679 -6.66523 2.09040 -0.04 -0.01 -0.05
H -3.83926 -6.66684 3.20756 0.00 0.02 0.02
H -2.53427 -6.56780 2.01614 0.01 0.13 0.12
H -3.91878 -7.60104 1.70341 -0.08 0.01 0.08
O 3.43488 -2.88948 -5.46825 0.04 -0.16 0.03
C 3.29176 -1.70451 -5.57394 -0.20 0.09 -0.13
O 3.57108 -0.92276 -4.51516 0.16 -0.01 0.18
C 3.56435 0.50827 -4.57366 -0.05 0.20 -0.01
C 2.17748 1.08821 -4.41902 -0.21 -0.24 -0.33
C 2.75044 -1.08198 -6.84150 0.32 0.19 -0.10
H 4.06308 0.85442 -5.48086 -0.04 -0.03 -0.02
H 4.18262 0.82470 -3.73552 0.02 -0.06 0.03
H 1.51297 0.77400 -5.22639 0.09 0.02 -0.07
H 2.22193 2.17428 -4.41110 0.01 0.04 0.09
H 1.73448 0.75147 -3.48734 0.01 0.03 0.09
H 1.66868 -1.20397 -6.85164 -0.02 -0.02 0.00
H 3.17332 -1.61811 -7.68710 -0.10 -0.14 0.03
H 2.98956 -0.02883 -6.96331 -0.10 0.01 0.06
```
Positions in Å, forces in eV/Å.

# 3
Below is 11 unconnected molecules or ions with the total composition C39H82N6O5 at a distorted geometry, with properties calculated with wB97M-V/def2-TZVPD.

The value obtained for the gap between HOMO and LUMO is 9.766 eV. As for the structure (SMILES): CC(C)O.CC(C)O.CC(C)O.CC(C)O.CC(C)O.CCCC#N.CCCC#N.CCCC#N.CCCC#N.CCCC#N.CCCC#N.

Structure (XYZ):
```
132
Properties=species:S:1:pos:R:3:forces:R:3
C -0.40946 1.77042 -5.13182 -1.11 -1.05 -0.62
C -1.58398 1.85937 -6.17507 1.30 0.86 1.83
C -2.85241 2.52709 -5.62110 -0.06 -1.03 -0.02
O -1.05484 2.62486 -7.20670 0.21 0.87 -1.47
H 0.49633 1.48526 -5.66692 -0.04 -0.31 -0.09
H -0.69528 0.97650 -4.44182 0.43 0.24 0.54
H -0.15946 2.71192 -4.64275 -0.54 0.09 0.25
H -1.75150 0.86987 -6.60041 -0.36 -0.07 0.25
H -3.22546 1.99235 -4.74761 -0.10 -0.23 -0.02
H -3.59978 2.46897 -6.41240 -0.17 0.25 0.12
H -2.73868 3.55604 -5.27989 0.41 0.06 -0.33
H -0.47302 3.24993 -6.76811 0.04 0.30 -0.40
C 4.41608 2.97684 1.74539 -0.43 -1.03 0.67
C 3.25595 3.20076 2.76933 2.49 1.01 -0.98
C 3.56920 4.43254 3.58044 0.66 0.36 1.02
O 2.09715 3.47299 2.07975 -1.18 -0.52 -1.21
H 5.32160 2.83401 2.33508 0.17 0.14 -0.08
H 4.60480 3.71739 0.96817 -0.39 0.39 0.32
H 4.25773 2.02332 1.24158 -0.11 -0.07 -0.18
H 3.23638 2.30343 3.38782 -0.35 -0.18 0.13
H 4.58527 4.51281 3.96679 0.25 -0.46 -0.06
H 2.95374 4.46230 4.47956 -0.38 0.37 -0.12
H 3.45873 5.31965 2.95678 -0.42 -0.02 0.07
H 1.36468 3.53831 2.69687 -0.33 -0.01 0.32
C 1.62106 -1.70487 5.25675 0.91 -1.06 1.04
C 1.80104 -1.42693 3.81259 -0.16 0.41 -0.80
C 3.28271 -1.28459 3.36661 -0.98 0.50 0.32
O 1.24774 -2.47900 3.07071 -0.45 -0.97 -0.04
H 2.25936 -2.56683 5.45091 0.07 -0.17 0.45
H 0.61851 -2.02308 5.54268 -0.09 0.29 -0.24
H 1.96470 -0.89349 5.89836 -0.06 0.10 -0.06
H 1.10239 -0.61284 3.61957 0.71 1.11 -0.39
H 3.35048 -1.22006 2.28063 -0.13 0.14 0.00
H 3.80924 -2.19514 3.65253 0.01 0.06 0.20
H 3.74341 -0.40283 3.81197 0.23 -0.04 0.05
H 0.94437 -2.07111 2.25635 -0.02 -0.39 -0.67
C -1.50867 2.09889 3.01326 0.57 -0.48 -0.89
C -1.28508 3.14045 4.08976 -1.84 -0.62 0.65
C -1.82417 2.71177 5.48928 0.69 -0.62 -0.25
O 0.09304 3.41601 4.13912 0.52 0.02 0.16
H -0.85703 1.23200 3.12262 0.00 -0.20 0.65
H -1.16907 2.45547 2.04082 -0.15 0.50 -0.12
H -2.52022 1.72423 2.85674 -0.10 0.36 0.44
H -1.83221 4.04263 3.81622 0.07 0.26 -0.13
H -2.90000 2.69921 5.66397 -0.07 0.61 -0.51
H -1.34285 3.31651 6.25787 -0.19 0.21 0.12
H -1.56366 1.67744 5.71376 0.45 -0.15 -0.14
H 0.33709 3.57507 5.05386 0.14 0.11 0.03
C 1.58122 0.63640 0.13444 -0.06 0.89 -0.47
C 0.36870 -0.27680 -0.06934 0.90 0.88 0.14
C -0.27399 -0.20908 -1.42760 -1.21 0.40 0.13
O 0.75823 -1.57935 0.24949 -0.48 -0.62 0.77
H 1.97929 0.51760 1.14218 0.24 -0.23 -0.17
H 1.42612 1.70887 0.01674 -0.82 0.16 0.26
H 2.33019 0.51696 -0.64842 0.37 -0.84 0.20
H -0.37509 0.01744 0.67113 -0.24 -0.06 0.09
H -0.74818 0.76884 -1.51071 0.24 0.30 -0.40
H -1.12870 -0.88528 -1.40992 0.07 -0.31 -0.17
H 0.32862 -0.43326 -2.30777 0.26 0.04 0.25
H 1.34378 -1.87238 -0.45256 0.44 -0.40 -0.20
C -2.25259 -2.39455 2.72567 -0.64 -0.13 -0.45
C -2.33029 -1.83544 4.15490 0.66 -0.29 -1.31
C -3.17704 -2.72968 5.04156 0.19 0.10 -0.36
C -2.51906 -4.04477 5.06513 0.01 -1.34 0.51
N -2.03476 -5.09736 5.06024 -0.45 1.33 0.11
H -3.23410 -2.50439 2.26452 -0.51 0.10 0.25
H -1.86412 -3.41182 2.67702 0.45 0.17 0.15
H -1.74143 -1.75019 2.01040 0.53 0.04 0.26
H -2.69534 -0.81019 4.09399 -0.05 0.06 0.40
H -1.31071 -1.86813 4.53894 0.02 0.47 0.13
H -4.16630 -2.84205 4.59790 -0.13 -0.11 0.15
H -3.26620 -2.28128 6.03105 -0.04 -0.37 0.13
C -1.64977 -3.83335 -1.10927 0.38 0.18 -0.98
C -2.49962 -5.03104 -1.53895 0.58 1.12 0.58
C -3.55868 -5.31438 -0.50641 -0.31 -1.28 0.25
C -3.06503 -5.73716 0.82737 0.57 -0.08 1.81
N -2.69624 -5.99970 1.90660 -0.77 0.45 -2.49
H -1.01960 -4.01471 -0.23859 -0.26 -0.04 0.13
H -2.26109 -2.94200 -0.96825 -0.25 -0.11 0.44
H -0.98182 -3.51110 -1.90808 0.27 -0.21 -0.13
H -1.90225 -5.92916 -1.69591 0.10 0.05 -0.07
H -3.06559 -4.82045 -2.44638 0.29 0.08 -0.23
H -4.05683 -6.16006 -0.98051 -0.70 -0.15 0.64
H -4.27121 -4.49884 -0.38278 0.06 0.03 0.06
C -3.72377 0.10012 0.02054 0.00 0.60 -0.15
C -4.43869 0.43102 1.32837 0.68 -0.32 -0.41
C -5.80439 -0.20846 1.48157 -0.47 -0.03 0.50
C -5.91399 -1.66180 1.34781 0.10 -2.31 -0.69
N -6.02592 -2.81398 1.18997 0.29 2.32 0.38
H -4.32429 0.32098 -0.86190 -0.21 -0.14 -0.01
H -3.38328 -0.93436 -0.02447 -0.09 -0.03 0.07
H -2.85939 0.75855 -0.06553 0.20 -0.13 0.00
H -4.59706 1.50494 1.42686 0.06 0.07 -0.11
H -3.73061 0.15143 2.10846 -0.36 -0.18 0.36
H -6.48587 0.24032 0.75888 -0.08 -0.06 -0.09
H -6.20608 0.02170 2.46837 -0.09 0.13 0.07
C 2.09744 4.55092 -1.50161 -0.14 0.65 -0.51
C 1.38898 5.17441 -2.75507 -0.86 -0.74 0.53
C -0.01937 5.75789 -2.43342 1.14 0.16 0.00
C -0.94030 4.74549 -2.00788 -0.62 -1.12 0.46
N -1.66533 3.90646 -1.70327 0.08 0.11 -0.01
H 1.43264 4.07130 -0.78321 -0.40 -0.22 -0.40
H 2.57835 5.30136 -0.87419 0.21 0.23 -0.29
H 2.84692 3.81461 -1.79182 0.03 0.11 -0.01
H 1.15922 4.41440 -3.50186 0.39 -0.37 0.01
H 1.94036 5.93618 -3.30623 0.32 0.04 0.45
H -0.46399 6.16052 -3.34353 0.17 0.62 0.16
H 0.09376 6.46558 -1.61215 -0.30 0.44 -0.29
C 0.72198 -5.04696 -4.31811 0.15 -0.11 0.70
C 1.68943 -5.76963 -3.34140 -1.97 -0.68 -0.85
C 2.84058 -4.94501 -3.01020 1.44 1.87 0.88
C 2.50847 -3.67770 -2.30971 0.37 0.63 0.37
N 2.36732 -2.67043 -1.75995 -0.07 -1.14 -0.69
H 1.27272 -4.81920 -5.23075 -0.37 -0.22 -0.27
H 0.35321 -4.09390 -3.93892 0.40 0.22 0.37
H -0.21760 -5.58070 -4.46101 0.34 -0.43 -0.48
H 2.13091 -6.64563 -3.81661 -0.44 -0.27 -0.10
H 1.17912 -6.09487 -2.43482 -0.11 -0.06 -0.03
H 3.37443 -4.65160 -3.91408 0.18 0.10 -0.03
H 3.54004 -5.48143 -2.36902 0.11 0.06 0.03
C 4.60748 1.63648 -2.71926 -0.01 0.48 0.01
C 3.45127 1.52553 -3.71612 1.35 0.14 -0.61
C 2.86782 0.13123 -3.73020 -0.90 -0.59 0.83
C 3.79941 -1.00350 -4.00487 0.20 0.29 -0.32
N 4.52649 -1.87034 -4.24700 -0.75 0.79 0.25
H 4.18622 1.74909 -1.72028 0.10 -0.21 0.18
H 5.18966 2.54047 -2.89806 0.02 0.05 -0.07
H 5.30727 0.80078 -2.71944 -0.16 -0.11 -0.13
H 3.75687 1.75330 -4.73732 0.37 0.12 -0.04
H 2.75850 2.32737 -3.46076 -0.60 -0.50 0.01
H 1.98265 0.06013 -4.36227 0.23 -0.11 -0.44
H 2.43416 -0.02660 -2.74271 0.22 -0.44 0.21
```
Positions in Å, forces in eV/Å.